(1)
# C12H8Br2F3INO4

A 2-piece molecular cluster, C12H8Br2F3INO4 overall (ωB97M-V/def2-TZVPD, the OMol25 dataset).

Properties
net charge: -1
electronic energy: -6562.93878 a.u.
gap between HOMO and LUMO: 0.080 Ha

Structure (XYZ):
```
31
Properties=species:S:1:pos:R:3:forces:R:3
C 3.67588 -1.90257 2.06224 0.1408 0.0310 -0.0558
C 3.10114 -0.91651 1.69479 -0.7744 -0.3208 0.0643
N 2.26017 0.09415 1.33878 -0.5202 -1.4417 0.9748
I 3.71283 1.94991 0.51183 0.9778 1.4787 -0.7558
C 1.46065 0.65637 2.44032 -0.5019 -0.0036 0.0573
C 0.81787 -0.33881 3.42335 -0.3040 0.3778 -0.1361
C -0.49163 -1.01175 2.96199 0.7219 -0.8815 0.6010
F -1.58921 -0.32787 3.35313 0.0739 0.4124 -0.4247
Br -0.58706 -2.74709 3.91141 0.0187 0.1347 0.0048
C -0.56876 -1.32610 1.45361 -1.7412 -1.0312 0.0385
F -0.63471 -0.20206 0.73370 0.6476 0.1715 0.1321
F 0.45119 -2.09938 1.08124 0.3627 0.5289 -0.0685
Br -2.19340 -2.31875 0.98004 0.0076 0.1750 0.0582
H 4.13802 -2.81487 2.35039 0.1725 0.1203 0.0044
H 1.72257 -0.14613 0.51520 0.0802 0.1754 -0.0801
H 2.08934 1.35913 2.98649 0.1255 -0.1518 0.0221
H 0.65913 1.24173 1.99138 0.2321 0.1885 -0.1039
H 1.48917 -1.11500 3.77882 0.2644 0.1088 -0.2984
H 0.54193 0.24618 4.30502 -0.0979 -0.1033 0.0018
C -1.06447 0.57715 -2.29693 0.3904 -0.2678 0.1496
C -1.62947 1.88214 -2.28107 -0.3428 0.5380 -0.3533
C -2.32472 2.29772 -3.57930 -0.1561 -0.1629 -0.4045
O -2.91568 3.36418 -3.67995 0.1126 0.0770 0.2988
C -2.25330 1.38889 -4.69219 -0.0501 0.2612 -0.0206
C -1.67745 0.08970 -4.71365 0.2721 -0.3897 0.2780
C -1.07581 -0.36921 -3.38414 -0.0218 0.0957 0.2444
O -0.61014 -1.48789 -3.22498 -0.0314 -0.0225 -0.2475
O -1.63367 -0.66225 -5.68002 -0.1292 0.1972 -0.0778
O -1.59757 2.65384 -1.33134 0.1276 -0.2690 0.1062
H -0.56735 0.21546 -1.40893 -0.0670 0.1062 0.0515
H -2.70548 1.76971 -5.60121 0.0096 -0.1327 -0.0607
```
Forces are in eV/Å.

(2)
# CH3N5O

One molecule with the formula CH3N5O (ωB97M-V/def2-TZVPD, the OMol25 dataset).

Properties
net charge: 0
structure (SMILES): Nn1nnnc1O
relative energy (zero: lowest compared OMol25 entry of this formula, charge and spin): 20.7 kcal/mol
electronic energy: -388.83678 a.u.
gap between HOMO and LUMO: 0.379 Ha

Structure (XYZ):
```
10
Properties=species:S:1:pos:R:3:forces:R:3
C -0.14982 0.72853 -0.06659 2.5989 1.1092 1.2674
H -1.75029 -1.28281 1.00397 -0.2535 0.2223 0.9451
H -2.13494 -1.13137 -0.65435 1.2914 -0.4743 1.1827
H -1.95107 0.97387 -0.02196 -1.4847 -0.5429 0.0076
N -1.40602 -1.35472 0.07793 0.2263 0.5821 -2.7178
N -0.23466 -0.57995 -0.11076 -1.4258 -2.2277 -0.0765
N 1.00694 -1.12812 -0.08620 0.3207 -0.1253 0.5006
N 1.83272 -0.15577 0.05256 -2.1318 0.6349 -0.4073
N 1.13258 1.04454 0.08702 -0.2792 -0.0062 -0.5545
O -1.19822 1.53591 -0.00898 1.1377 0.8280 -0.1472
```
Forces are in eV/Å.

(3)
# C19H8Cl5FNO5PdSbSe4

C19H8Cl5FNO5PdSbSe4 as an isolated structure (ωB97M-V/def2-TZVPD, the OMol25 dataset).

Properties
multiplicity: 3
net charge: -2
relative energy (zero: lowest compared OMol25 entry of this formula, charge and spin): 0.0 kcal/mol
electronic energy: -13534.57385 a.u.
gap between HOMO and LUMO (alpha / beta): 0.258 / 0.206 Ha

Structure (XYZ):
```
45
Properties=species:S:1:pos:R:3:forces:R:3
Pd 0.38592 -1.05563 0.40282 -0.0049 0.0103 0.0122
Cl -7.03695 -2.20403 0.30375 -0.0002 -0.0003 0.0007
C -5.40000 -1.64974 0.19969 0.0003 0.0028 -0.0016
C -4.33551 -2.53883 0.32901 0.0006 -0.0023 -0.0003
Cl -4.66589 -4.21589 0.59517 -0.0005 0.0015 0.0006
C -3.02254 -2.10329 0.24329 -0.0072 -0.0056 -0.0051
Cl -1.72398 -3.22720 0.39427 -0.0024 -0.0031 0.0021
C -2.69527 -0.73752 0.02226 0.0074 0.0005 0.0104
O -1.51410 -0.27468 -0.07945 0.0054 0.0170 -0.0143
C -3.81034 0.13879 -0.10260 -0.0004 -0.0013 0.0068
Cl -3.45392 1.80904 -0.36506 -0.0003 -0.0007 0.0000
C -5.11787 -0.30278 -0.01814 0.0016 0.0002 -0.0009
Cl -6.42200 0.82342 -0.18269 0.0018 0.0021 -0.0004
Se 3.61136 -4.77895 -0.95207 0.0014 0.0040 0.0155
Sb 4.18169 -2.46087 -0.82038 -0.1162 0.0030 -0.1105
Se 6.36504 -1.65865 -0.12232 0.0710 0.0309 0.0073
Se 4.39899 -0.92682 -2.71072 0.0195 -0.0273 0.0582
Se 2.60128 -1.44346 0.96799 0.0146 0.0042 0.0132
O 0.44406 -0.16273 4.54351 0.0101 0.0005 -0.0022
C 0.35934 -0.02940 3.32490 -0.0389 0.0183 -0.0015
O -0.06743 -0.89616 2.49313 0.0034 -0.0199 -0.0016
C 0.78115 1.32357 2.75502 0.0157 -0.0076 0.0071
C 0.09314 1.91229 1.69700 -0.0089 -0.0043 -0.0041
C 0.46184 3.16393 1.23043 -0.0015 -0.0015 0.0028
C 1.53793 3.80223 1.82363 -0.0045 0.0066 0.0043
C 2.24980 3.23394 2.86884 -0.0011 0.0024 0.0034
C 1.85155 1.99590 3.33856 -0.0012 -0.0027 -0.0043
N 1.92960 5.13272 1.34277 0.0188 -0.0118 -0.0160
O 2.86430 5.69135 1.89145 -0.0056 0.0012 0.0056
O 1.30030 5.62107 0.42188 -0.0071 0.0053 0.0057
H -0.73840 1.39197 1.23847 0.0018 -0.0070 -0.0044
H -0.06965 3.64022 0.41993 0.0002 0.0006 0.0004
H 3.08765 3.76355 3.29656 -0.0006 0.0002 0.0009
H 2.35918 1.52774 4.17087 0.0010 0.0024 0.0017
F 1.02811 -1.41984 -5.64259 0.0020 -0.0025 0.0004
C 0.91955 -1.35727 -4.28464 0.0004 0.0016 0.0004
C 0.97339 -2.52292 -3.55575 0.0052 0.0001 0.0052
C 0.86322 -2.44421 -2.16937 0.0057 -0.0011 -0.0029
C 0.70730 -1.21861 -1.53302 0.0096 -0.0120 -0.0014
C 0.65698 -0.06204 -2.30675 -0.0028 -0.0056 0.0001
C 0.76286 -0.12192 -3.68973 -0.0034 0.0003 0.0003
H 1.12038 -3.47190 -4.05461 -0.0002 0.0000 0.0006
H 0.91936 -3.35930 -1.59395 0.0053 -0.0001 0.0044
H 0.52610 0.90213 -1.83008 0.0037 0.0018 0.0005
H 0.73246 0.77074 -4.30125 0.0015 -0.0013 0.0009
```
Forces are in eV/Å.

(4)
# C18H16BrN3O6S2

One molecule with the formula C18H16BrN3O6S2 (ωB97M-V/def2-TZVPD, the OMol25 dataset).

Properties
net charge: 0
structure (SMILES): N#Cc1ccccc1S(=O)(=O)N1CCN(S(=O)(=O)c2ccc(Br)c(C(=O)O)c2)CC1
electronic energy: -4681.60358 a.u.
gap between HOMO and LUMO: 0.338 Ha

Structure (XYZ):
```
46
Properties=species:S:1:pos:R:3:forces:R:3
N -2.48555 -2.27894 -2.76119 0.0744 -0.3189 -0.1113
C -2.60960 -1.21346 -2.35742 0.0800 -0.5063 -0.4431
C -2.67967 0.12947 -1.92326 -0.1684 0.8807 -0.0221
C -3.04662 0.46320 -0.62397 -0.3851 -0.3768 0.2489
C -3.06570 1.77976 -0.21498 -0.0550 0.1178 0.1366
C -2.70692 2.78355 -1.10024 -0.0344 -0.1081 -0.1087
C -2.34291 2.46210 -2.39849 -0.1243 0.0932 0.0560
C -2.32639 1.14467 -2.81468 -0.1948 -0.1599 0.1561
H -2.03123 0.88188 -3.81859 0.0397 -0.0303 -0.0390
H -2.06482 3.24299 -3.08933 0.0343 0.0555 -0.0597
H -2.71315 3.81303 -0.77783 -0.0063 0.0849 0.0377
H -3.38245 1.99775 0.79298 -0.0419 0.0987 0.0720
S -3.64442 -0.79053 0.52042 -0.4285 -0.3991 0.5664
O -4.33565 -1.78925 -0.23384 0.2831 0.0599 -0.2092
O -4.34618 -0.09579 1.56001 0.2976 0.3115 -0.0398
N -2.37634 -1.56529 1.28750 -0.9345 0.5125 -0.4851
C -1.62496 -2.53888 0.53957 0.1115 -0.3267 -0.3538
C -0.33002 -1.92285 -0.04133 0.1988 -0.4725 -0.1474
N -0.40815 -0.48718 0.08943 0.4754 0.4726 -0.6274
S 0.46370 0.42739 -0.97892 0.3643 -0.1158 0.2907
O 0.13455 1.79765 -0.73644 0.2343 0.0052 0.3590
O 0.27625 -0.11822 -2.28638 0.2606 -0.3806 -0.0113
C 2.17113 0.14569 -0.49707 -0.6069 0.1053 -0.1972
C 2.71055 0.87025 0.54295 0.1463 0.1044 0.1416
C 4.01028 0.61546 0.98004 -0.0251 -0.1254 -0.1820
C 4.73984 -0.39411 0.35093 -0.0193 0.0717 0.0222
C 4.18711 -1.12021 -0.69848 0.0165 0.0322 0.0590
C 2.89984 -0.84998 -1.12425 0.0165 -0.0325 -0.0330
H 2.45154 -1.38974 -1.94302 0.0214 -0.1195 -0.1199
H 4.76985 -1.89553 -1.17174 0.0222 -0.0373 -0.0177
Br 6.47648 -0.87361 0.91146 0.0465 -0.3126 -0.1719
C 4.49885 1.44118 2.12391 -0.2840 0.1387 0.3082
O 3.76736 1.86594 2.97867 -0.0795 0.0381 0.0142
O 5.80526 1.68081 2.08682 0.5459 0.2285 -0.1520
H 6.08812 2.21333 2.84739 -0.3643 -0.0641 0.0002
H 2.13801 1.65598 1.01083 -0.0095 0.0884 0.1127
C -0.46895 -0.00824 1.45142 0.1405 0.3612 0.3656
C -1.60158 -0.76049 2.19135 0.1540 0.2953 0.2643
H -1.18147 -1.41935 2.95736 -0.0851 0.0514 -0.0505
H -2.29822 -0.07042 2.66585 0.2546 0.0051 0.1676
H -0.66290 1.06303 1.39166 -0.0096 -0.0626 0.2245
H 0.49088 -0.16668 1.96728 -0.0857 0.0426 0.0015
H -0.23385 -2.14243 -1.10421 -0.0243 -0.2226 0.0962
H 0.55341 -2.30925 0.49031 -0.0407 0.0100 -0.0573
H -1.37926 -3.37343 1.20460 -0.0500 0.0675 -0.0737
H -2.28602 -2.90125 -0.24709 0.2385 -0.1611 0.0119
```
Forces are in eV/Å.